The following is a quantum chemistry calculation of C23H51Br3Cl10N2 as an isolated structure at a distorted geometry, from the Open Molecules 2025 dataset.

Structure (ORCA input):
```
! wB97M-V def2-TZVPD RIJCOSX def2/J DEFGRID3
* xyz 0 1
H -2.40431 -2.77202 3.01444
C 4.64608 0.65557 -2.25080
H -4.85074 2.89293 4.87763
H -5.01925 1.37420 -0.01787
Cl 0.33615 2.95492 -5.31237
H -0.19839 -6.56383 -1.77533
C -0.64275 -5.92979 -1.02218
H 3.73584 0.03492 -2.26568
C 0.12719 -4.62479 -1.02535
C 0.68183 0.68897 -1.52343
H 1.25280 0.71632 -7.00739
H -3.39885 -0.88701 -1.01435
H -3.60219 4.12029 3.28972
H -3.48591 1.83785 -0.76076
H 1.23031 1.19346 -2.33345
H -3.04904 -0.47642 3.68474
H -0.93238 1.25920 2.67202
H 0.12069 -4.03991 -1.95570
Cl -4.07307 0.04829 -3.10134
H 2.01335 -2.47537 4.05810
H 3.05526 3.22980 1.70156
C -1.84716 2.73612 1.41158
Cl -2.15509 -2.32804 0.66351
H 5.32649 2.53260 0.38535
H -0.93253 1.06031 -5.97599
H 0.22060 -1.22646 -0.69380
C 1.12313 0.39599 -5.99767
H 4.37656 -0.13919 2.13971
N -3.22970 2.49634 1.87770
C -4.71545 2.37951 3.94710
H 6.80109 -0.30708 2.59851
H -2.68676 -1.73137 -2.41639
H -5.11703 3.32298 1.39027
H 3.81735 2.47421 -0.33572
C 2.19851 -2.95691 3.12351
H -4.90001 2.78980 -1.09986
C -4.12003 3.11038 0.92926
H -0.31518 -3.94040 -0.32181
H -1.95203 2.84282 0.34241
Br 1.53135 -1.73262 1.80652
H 0.81494 -0.62990 -5.90750
H 6.27492 0.97652 -0.94067
C -3.49874 2.98048 3.23366
H -3.69546 4.02061 0.53596
C 0.00347 1.18386 -5.37946
Cl 2.61611 0.56923 -5.05261
C -4.41259 2.25273 -0.29480
Cl 0.23102 -1.52084 -3.06586
H 4.29441 1.69041 -2.34581
H -0.28943 0.85219 -4.39084
H -1.53232 3.66204 1.83471
Cl -2.30605 -5.67147 -1.53005
H -1.18198 -1.58124 2.64321
Cl -5.09721 -3.03107 -3.52659
C -0.86521 1.58720 1.62363
C 5.36841 0.39034 -0.97371
H -5.62471 2.61540 3.36643
H 4.12857 2.11558 2.67989
C 4.34504 2.00963 0.49074
N 4.52797 0.59153 0.22840
H -2.61105 2.84136 3.87720
Br 1.20308 -4.65198 3.11993
C -4.75315 -2.31075 -1.90832
H 0.16406 1.88120 1.39902
H 5.24581 0.46883 -3.16458
H -3.04633 0.09145 2.03658
C 3.55409 2.30649 1.77916
H 6.44779 1.39377 2.26502
C 0.79962 -0.81827 -1.51461
Cl -1.04961 1.13644 -1.65861
C -3.20215 -0.80388 2.65119
H 0.95539 1.10202 -0.57960
Cl -4.89033 -1.29961 2.52666
C 5.15569 -0.08598 1.37581
H 2.80910 1.50387 1.82945
C -3.60852 -1.28695 -1.99725
H 5.24791 -1.15673 1.09012
H 7.13595 0.36173 1.01723
H -1.22973 0.74625 1.01528
H 5.64105 -0.67208 -0.91242
Cl 1.83643 -4.85565 -0.59674
H -4.41724 -3.09943 -1.21197
H -0.51620 -6.47741 -0.10333
Br 4.16719 -3.24330 3.20526
H -4.57710 1.34233 4.14222
C -2.19492 -1.89369 2.37501
H -5.63403 -1.90397 -1.46881
H 1.83414 -1.08903 -1.37839
C 6.46513 0.39311 1.85435
*
```

Calculated values
Maximum force ... 0.051 hartree/bohr
Gap between HOMO and LUMO ... 8.06 eV
HOMO ... -8.8 eV
Lowest unoccupied orbital energy ... -0.695 eV
Energy ... -363010.291 eV